Molecular formula: C5H10O2
Method: DFT, the ωB97M-V functional and the def2-TZVPD basis

Calculated values
strongest force on any atom	7.3	eV/A
LUMO energy	0.5	eV
Kohn-Sham gap	9.491	eV
electronic energy	-346.8046	hartree
energy above the lowest of the compared OMol25 structures with the same formula, charge and spin	6.010	eV

Atoms and positions in Å:
C -0.7139 -2.0054 1.6109
C 1.7745 1.9663 -0.0615
C 0.4651 1.3801 -0.0380
O -0.6362 1.2880 -0.9444
C 0.2295 0.1846 0.9743
C -0.8097 -0.6659 0.9961
H -1.0060 -2.0555 2.6942
H -1.3491 -2.7049 0.9620
H 0.3068 -2.3863 1.4898
H 2.1193 2.4701 -0.9739
H 2.4154 2.1038 0.8691
H 0.3215 1.6977 -1.3248
H 1.0470 0.0359 1.6760
H -1.6881 -0.2877 0.3810
H -1.0277 -0.3531 -3.5110
H -0.5975 0.0615 -2.0633
O -0.8510 -0.7289 -2.7363

Forces on the atoms, in the same order (eV/Å):
C -1.1 -1.5 -0.2
C -3.2 -0.3 -0.3
C 1.7 -3.7 6.1
O 5.6 3.2 -1.2
C 0.5 1.6 0.1
C 0.0 2.7 -1.6
H 0.1 0.0 -1.1
H 0.7 0.8 1.3
H -0.2 0.2 0.3
H -0.2 0.2 0.5
H -1.2 -0.9 -1.4
H -3.7 -0.2 -2.7
H 0.2 -0.2 -0.3
H 0.9 -1.2 0.8
H -1.2 2.5 -5.0
H -1.1 -2.7 -2.2
O 2.1 -0.2 7.0

---

Molecular formula: C11H12NO2
Method: DFT, the ωB97M-V functional and the def2-TZVPD basis

Calculated values
strongest force on any atom	2.4	eV/A
LUMO energy	3.3	eV
Kohn-Sham gap	7.874	eV
net charge	-1
electronic energy	-631.6742	hartree
energy above the lowest of the compared OMol25 structures with the same formula, charge and spin	0.640	eV

Atoms and positions in Å:
C 3.1978 -1.9006 0.8119
C 0.9278 -1.6861 -0.3467
C 0.5917 0.4980 -0.2206
C 2.0694 -1.1908 0.1986
C 1.8875 0.2440 0.2753
C 0.0362 1.7774 -0.2087
C 0.7332 2.7228 0.4833
C 2.6948 1.3151 0.7418
C 2.0621 2.5313 0.8723
N 0.0421 -0.6733 -0.6271
H -0.9013 -0.8494 -0.9710
H 0.6971 -2.7415 -0.3220
H -0.8327 1.9805 -0.8215
H 4.0865 -1.9605 0.1957
H 2.9524 -2.9348 1.1637
H 0.3277 3.7182 0.5257
H 3.6896 1.0776 1.1288
H 2.7100 3.3546 1.1889
H 3.4693 -1.5666 1.8213
C -5.0031 -0.4518 -0.8500
C -3.4970 -0.6037 -0.7119
O -3.1102 -1.5811 -0.0211
O -2.7390 0.1586 -1.3681
H -5.3309 0.5852 -0.7991
H -5.5175 -1.1628 -0.2130
H -5.2433 -0.6601 -1.9264

Forces on the atoms, in the same order (eV/Å):
C 0.3 -1.9 1.4
C 0.1 -0.1 0.6
C 0.1 0.2 -0.2
C -0.1 1.3 0.3
C 0.3 -0.2 0.0
C -0.1 -0.6 -0.4
C 0.3 1.1 -0.8
C -1.0 -1.3 0.3
C 1.4 0.1 0.4
N 0.2 -1.4 -0.3
H -0.3 0.7 0.3
H -0.5 0.1 -0.5
H -0.4 0.0 0.6
H 0.3 0.0 -0.1
H -0.1 0.3 -1.1
H -0.1 0.3 0.1
H -0.2 0.5 -0.3
H -0.6 0.0 0.2
H 0.2 1.0 -0.4
C -0.2 0.2 -1.7
C 0.9 -0.9 0.0
O -0.1 0.2 0.0
O -0.2 0.3 0.0
H 0.0 0.1 0.7
H -0.2 0.2 0.1
H 0.2 -0.3 0.8

---

Molecular formula: C12H12IN2O6Tc
Method: DFT, the ωB97M-V functional and the def2-TZVPD basis

Calculated values
multiplicity	2
strongest force on any atom	0.7	eV/A
LUMO energy (alpha / beta)	-6.2 / -5.9	eV
Kohn-Sham gap (alpha / beta)	5.019 / 5.322	eV
net charge	+1
electronic energy	-1403.5690	hartree
<S²>	1.00

Atoms and positions in Å:
Tc -0.1990 2.1117 -1.8597
C -2.3611 3.3352 1.5426
C -1.3626 3.0931 0.4734
N -1.6460 2.3983 -0.6113
O -2.9319 1.9426 -0.7512
C -0.0286 3.6047 0.5249
C 0.5591 4.4223 1.6123
N 0.7198 3.2535 -0.5377
O 1.9080 3.5491 -0.6767
H -3.0211 2.4782 1.6503
H -2.9782 4.1921 1.2660
H -1.8706 3.5539 2.4854
H -2.8419 0.9719 -0.6973
H -0.1877 5.0734 2.0605
H 1.3699 5.0258 1.2088
H 0.9805 3.7883 2.3966
O -1.6070 -0.4647 -0.4825
C -0.4689 -0.6509 -0.8292
O 0.2346 0.4112 -1.4222
C 0.3279 -1.8619 -0.6893
C 1.6169 -1.9700 -1.2292
C 2.3568 -3.1398 -1.1053
C 1.7564 -4.1771 -0.4227
O 2.2572 -5.3959 -0.1764
C 1.2692 -6.1001 0.5869
O 0.1383 -5.2448 0.7200
C 0.4658 -4.0756 0.1206
C -0.2779 -2.9365 0.0034
H 2.0478 -1.1318 -1.7541
H 3.3468 -3.2374 -1.5209
H 1.6805 -6.3181 1.5780
H 0.9812 -7.0034 0.0421
H -1.2749 -2.8498 0.4063
I -0.9592 3.3526 -3.9127

Forces on the atoms, in the same order (eV/Å):
Tc 0.3 0.2 0.0
C 0.0 -0.1 0.0
C -0.1 0.1 0.0
N -0.2 0.0 0.2
O 0.0 0.2 0.1
C 0.0 0.0 0.0
C 0.0 0.1 0.0
N -0.3 0.1 0.1
O 0.4 0.1 -0.2
H 0.0 0.0 0.0
H -0.1 0.0 0.0
H 0.0 0.0 0.0
H 0.1 -0.2 -0.1
H 0.0 0.0 0.0
H 0.0 0.0 0.0
H 0.0 0.0 0.0
O 0.0 -0.1 0.0
C 0.1 0.1 0.1
O 0.0 -0.6 -0.4
C 0.0 0.0 -0.1
C -0.3 0.1 0.1
C -0.2 -0.1 0.1
C -0.2 0.2 0.0
O 0.0 0.1 0.0
C 0.1 -0.4 0.1
O -0.1 0.0 0.0
C 0.2 0.3 -0.2
C 0.2 -0.2 -0.1
H 0.0 0.0 0.0
H 0.1 0.0 0.0
H -0.1 0.0 -0.2
H 0.1 0.1 0.1
H 0.0 0.0 0.0
I -0.1 -0.1 0.0

---

Molecular formula: C15H30F7O15PV
Method: DFT, the ωB97M-V functional and the def2-TZVPD basis

Calculated values
multiplicity	4
strongest force on any atom	5.3	eV/A
LUMO energy (alpha / beta)	-4.4 / -3.2	eV
Kohn-Sham gap (alpha / beta)	5.866 / 7.688	eV
electronic energy	-3702.4710	hartree
energy above the lowest of the compared OMol25 structures with the same formula, charge and spin	9.414	eV
<S²>	3.97

Atoms and positions in Å:
V 34.9285 -11.0902 14.6824
P 37.7594 -13.3298 18.1028
F 36.7812 -12.1135 17.6755
F 36.5490 -14.4175 18.1687
F 38.1156 -13.5698 16.5306
F 38.8711 -14.4120 18.5360
F 38.8356 -12.0898 18.0486
F 37.4355 -13.0050 19.6574
F 33.1520 -9.6512 12.6112
C 39.1229 -7.0352 16.4739
O 38.0899 -6.1802 16.1596
C 36.9709 -6.4542 15.5468
O 36.4815 -7.5650 15.3122
O 36.3429 -5.2884 15.4832
C 35.0441 -5.1350 14.8354
H 39.0021 -7.4262 17.4842
H 40.0096 -6.4091 16.5726
H 39.3035 -7.9059 15.8435
H 35.0935 -5.7327 13.9252
H 34.8741 -4.1029 14.5287
H 34.1788 -5.4844 15.3986
C 35.1017 -16.7948 14.0315
O 34.7509 -16.5167 12.6719
C 34.9164 -15.2488 12.2514
O 35.1540 -14.2889 12.9687
O 34.6132 -15.2616 10.9791
C 34.8088 -14.0928 10.2096
H 36.1662 -16.5915 14.1480
H 34.9886 -17.8788 14.0443
H 34.3364 -16.4539 14.7288
H 35.4272 -13.2986 10.6277
H 33.8435 -13.7133 9.8744
H 35.3010 -14.3574 9.2737
C 40.8633 -11.5976 12.9978
O 40.4606 -11.1017 11.7537
C 39.3189 -10.6680 11.4332
O 38.3803 -10.6798 12.2486
O 39.3507 -10.2342 10.1962
C 38.1434 -9.7498 9.4805
H 40.4526 -11.0184 13.8248
H 41.9482 -11.7013 12.9826
H 40.3876 -12.5584 13.1945
H 37.7514 -10.3537 8.6622
H 38.4703 -8.8215 9.0120
H 37.3209 -9.4800 10.1430
C 33.3454 -9.0290 19.9952
O 32.0731 -8.8150 19.4206
C 31.8764 -9.0216 18.0343
O 32.7830 -9.5049 17.3151
O 30.6184 -8.7157 17.6998
C 30.2177 -8.5814 16.3768
H 34.1176 -8.4422 19.4977
H 33.6086 -10.0864 20.0242
H 33.3077 -8.7484 21.0478
H 29.7395 -9.5514 16.2402
H 31.0284 -8.4267 15.6648
H 29.3724 -7.9078 16.2355
C 30.7468 -14.7099 17.6897
O 30.2106 -14.9170 16.3789
C 30.7357 -14.2144 15.3500
O 31.8145 -13.5407 15.4491
O 29.9866 -14.3671 14.3202
C 29.9380 -13.6302 13.1868
H 30.6277 -13.7130 18.1141
H 31.7395 -15.1391 17.8258
H 30.1368 -15.3595 18.3174
H 29.4442 -14.1575 12.3706
H 30.9963 -13.5678 12.9332
H 29.3791 -12.6948 13.1616

Forces on the atoms, in the same order (eV/Å):
V -1.0 0.7 -0.9
P 1.3 1.1 1.0
F -2.7 0.0 -1.0
F 0.6 0.4 -1.1
F -0.8 -0.8 0.0
F -0.4 0.3 -0.3
F 1.4 -0.8 0.7
F 0.3 0.1 -0.1
F 1.2 -1.0 1.5
C 1.4 -1.3 1.3
O 0.1 1.2 -0.7
C -2.1 -2.0 1.0
O 1.1 1.6 -0.3
O -1.2 1.2 -0.5
C 0.6 -1.1 -0.9
H -0.4 -0.2 0.1
H 0.1 -0.1 -0.5
H -0.3 0.3 -0.5
H -0.2 0.0 -0.1
H 0.5 0.0 0.5
H 0.4 -0.1 0.5
C -0.2 -1.5 -0.6
O 0.2 1.1 -0.3
C -1.0 -0.3 1.8
O 0.2 -0.5 -0.7
O 0.5 0.3 -0.7
C 0.0 0.7 -1.4
H -0.4 0.5 0.7
H 0.2 -0.1 0.2
H 0.6 0.8 0.1
H -0.3 -0.3 0.6
H -0.1 0.2 0.5
H 0.1 -0.5 0.1
C -1.1 -0.7 1.3
O 3.7 -0.5 -1.3
C -3.8 0.1 2.6
O 0.4 0.4 -1.7
O -1.4 0.3 -1.9
C 0.5 1.1 0.7
H 0.5 0.6 -0.1
H -0.3 0.2 0.1
H 0.2 -0.3 -0.4
H 0.6 -0.8 0.4
H 0.1 0.0 0.1
H 0.3 -0.4 0.3
C 0.8 -0.5 0.1
O -1.9 0.2 -2.8
C 2.8 -1.3 0.7
O -2.7 1.6 1.4
O 1.9 1.1 2.7
C -0.9 -1.9 -1.4
H 0.0 -0.1 -0.1
H 0.1 0.0 -0.5
H -0.4 0.4 -0.2
H 0.1 -0.2 -1.1
H -0.1 0.1 0.2
H 0.5 0.6 0.6
C -0.2 -1.2 0.9
O 0.3 0.8 -0.8
C 4.1 2.2 2.4
O -3.5 -1.9 -0.7
O -2.8 -2.1 1.6
C 1.7 0.9 -2.8
H 0.3 0.2 -0.7
H 0.3 0.6 -0.5
H -0.3 0.0 -0.1
H 0.1 -0.8 0.4
H -0.1 1.1 -0.8
H 0.4 0.3 1.0

---

Molecular formula: C18H19N3O4
Method: DFT, the ωB97M-V functional and the def2-TZVPD basis

Calculated values
strongest force on any atom	1.4	eV/A
LUMO energy	-0.6	eV
Kohn-Sham gap	8.954	eV
electronic energy	-1162.5127	hartree
SMILES string	O=C(CCNC(=O)c1ccc([N+](=O)[O-])cc1)NCCc1ccccc1
energy above the lowest of the compared OMol25 structures with the same formula, charge and spin	4.022	eV

Atoms and positions in Å:
O -0.0825 1.0829 1.9176
C -0.9615 1.4018 1.1376
C -0.7738 2.4198 0.0202
C 0.5000 3.2571 0.1994
N 1.6656 2.4153 0.3183
C 2.3380 1.9746 -0.7647
O 2.1872 2.4260 -1.8844
C 3.3420 0.8969 -0.4772
C 4.5100 0.8727 -1.2362
C 5.4521 -0.1160 -1.0392
C 5.2089 -1.0972 -0.0849
N 6.1842 -2.1382 0.1264
O 7.2068 -2.0923 -0.5231
O 5.9231 -2.9974 0.9417
C 4.0373 -1.1007 0.6632
C 3.1045 -0.1012 0.4667
N -2.2027 0.8788 1.1867
C -2.5499 -0.2194 2.0604
C -2.4537 -1.5731 1.3362
C -3.3541 -1.5906 0.1338
C -4.7018 -1.9023 0.2638
C -5.5422 -1.8673 -0.8345
C -5.0463 -1.5139 -2.0783
C -3.7054 -1.2000 -2.2186
C -2.8662 -1.2376 -1.1187
H -1.6436 3.0756 -0.0333
H -0.7020 1.8700 -0.9227
H 0.4234 3.8679 1.1016
H 0.6391 3.9017 -0.6716
H 1.7098 1.8957 1.1844
H 4.6582 1.6404 -1.9799
H 6.3673 -0.1485 -1.6102
H 3.8764 -1.8861 1.3860
H 2.1868 -0.1173 1.0363
H -2.8543 1.0884 0.4461
H -3.5667 -0.0623 2.4292
H -1.8501 -0.1958 2.8980
H -2.7370 -2.3598 2.0364
H -1.4180 -1.7341 1.0325
H -5.0922 -2.1812 1.2324
H -6.5866 -2.1179 -0.7205
H -5.7016 -1.4875 -2.9359
H -3.3108 -0.9277 -3.1865
H -1.8174 -1.0002 -1.2347

Forces on the atoms, in the same order (eV/Å):
O 0.3 -0.2 0.4
C -0.4 0.4 -0.5
C 0.4 0.1 0.1
C -0.3 0.0 -0.1
N 0.0 0.0 0.3
C 0.1 0.1 0.3
O 0.0 0.1 -0.3
C 0.1 -0.3 -0.1
C -0.2 0.0 0.1
C 0.1 -0.2 0.1
C -1.0 1.0 -0.2
N 0.4 -0.4 0.1
O 0.2 0.0 -0.1
O 0.0 -0.2 0.2
C 0.3 -0.2 0.0
C 0.1 0.2 -0.2
N -0.3 -0.1 0.0
C 0.2 -0.2 0.1
C -0.1 0.2 0.1
C 0.1 -0.1 0.1
C 0.0 0.0 0.0
C -0.1 0.0 0.0
C -0.1 0.0 -0.1
C 0.0 0.0 -0.1
C 0.0 0.0 0.0
H -0.1 0.0 0.0
H -0.1 0.0 0.0
H 0.0 0.0 -0.1
H 0.0 0.0 0.2
H 0.1 0.0 -0.2
H 0.0 0.0 -0.1
H 0.0 0.0 0.0
H 0.0 0.0 0.0
H -0.1 0.0 0.1
H 0.1 0.1 0.0
H 0.1 0.0 0.0
H -0.2 0.0 0.0
H 0.0 -0.1 0.0
H 0.0 0.0 0.0
H 0.0 0.0 0.1
H -0.1 0.0 0.0
H -0.1 0.0 -0.1
H 0.0 0.0 -0.1
H 0.1 0.0 0.0

---

What is the electronic energy in the fourth record?
-3702.4710 hartree